Formula: C21H7BCl76NOS
Source: OMol25
Level of theory: ωB97M-V with the def2-TZVPD basis set

Calculated values
Gap between HOMO and LUMO, eV: 4.1
LUMO energy, eV: 0.998
DFT total energy, eV: -988637.4819
Charge: -1

Geometry (Å):
C: -0.547880 -1.951899 3.696385
C: -1.745825 -1.699811 2.565796
B: -2.708926 -0.462903 3.059397
O: -2.008485 0.830938 3.379295
N: -4.220901 -0.477908 3.182009
S: -4.853022 -2.078105 3.478911
H: -0.120037 -3.043735 3.682350
H: -0.987760 -1.794329 4.795085
H: 0.314890 -1.138410 3.556600
H: -2.305715 -2.678677 2.254829
H: -1.181779 -1.315824 1.586683
H: -1.124293 0.838981 2.866807
H: -3.932782 -2.904718 4.144439
C: -3.253022 1.527448 -0.447553
Cl: -4.044811 2.529348 0.794961
Cl: -1.536081 1.305669 -0.026307
Cl: -4.054667 -0.061647 -0.528668
Cl: -3.376530 2.336423 -2.030196
C: -1.153022 -5.105885 0.085781
Cl: -2.329896 -6.237279 0.799565
Cl: -0.542850 -5.773661 -1.449239
Cl: -1.945485 -3.539923 -0.221143
Cl: 0.206142 -4.872678 1.213939
C: -0.253022 -7.545016 -5.431611
Cl: -0.605884 -9.249149 -5.049529
Cl: -1.644183 -6.826625 -6.281968
Cl: 0.048041 -6.647936 -3.921960
Cl: 1.189937 -7.456352 -6.472986
C: -1.153022 -4.437873 6.761246
Cl: -1.995843 -4.752684 8.299140
Cl: -0.100983 -5.820628 6.366630
Cl: -2.351622 -4.213841 5.462168
Cl: -0.163641 -2.964338 6.917047
C: -6.253022 4.198491 4.024883
Cl: -6.512596 5.093942 2.506541
Cl: -4.930219 4.959436 4.944489
Cl: -7.746456 4.230500 4.995999
Cl: -5.822818 2.510086 3.652502
C: 3.153544 -3.755469 -5.421183
Cl: 1.976670 -4.886863 -4.707399
Cl: 3.763716 -4.423245 -6.956203
Cl: 2.361081 -2.189507 -5.728106
Cl: 4.512708 -3.522262 -4.293024
C: -3.746456 8.607321 3.613701
Cl: -3.452031 8.171288 5.315982
Cl: -5.499813 8.753167 3.332651
Cl: -2.955891 10.162932 3.253813
Cl: -3.078089 7.341899 2.552359
C: 5.853544 0.051071 -5.786299
Cl: 5.269527 -1.075470 -7.037059
Cl: 4.600410 0.251617 -4.535716
Cl: 7.334966 -0.602756 -5.043106
Cl: 6.209272 1.630894 -6.529315
C: 2.553544 3.628430 -8.073092
Cl: 1.427764 4.542099 -7.037524
Cl: 3.908329 4.681987 -8.551732
Cl: 3.181912 2.224807 -7.173407
Cl: 1.696170 3.064827 -9.529703
C: -5.846456 -7.393984 -5.233436
Cl: -6.638245 -6.392084 -3.990923
Cl: -4.129515 -7.615763 -4.812191
Cl: -6.648101 -8.983079 -5.314552
Cl: -5.969964 -6.585009 -6.816080
C: 1.653544 -2.136841 -1.633436
Cl: 1.414637 -3.849621 -2.062249
Cl: 2.975424 -1.457367 -2.616019
Cl: 0.152436 -1.230568 -1.949316
Cl: 2.071679 -2.009808 0.093839
C: -2.546456 2.976394 -8.820201
Cl: -2.806030 3.871845 -10.338543
Cl: -1.223653 3.737339 -7.900595
Cl: -4.039890 3.008403 -7.849085
Cl: -2.116252 1.287989 -9.192582
C: 0.453544 6.366805 5.127744
Cl: 0.352237 8.133444 4.919671
Cl: 1.190339 5.996045 6.707045
Cl: -1.182823 5.665613 5.056559
Cl: 1.454422 5.672119 3.827702
C: 2.253544 1.632190 4.235436
Cl: 1.127764 2.545859 5.271004
Cl: 3.608329 2.685747 3.756796
Cl: 2.881912 0.228567 5.135121
Cl: 1.396170 1.068587 2.778825
C: 11.253544 -2.040099 -4.656130
Cl: 12.448213 -3.045038 -5.514870
Cl: 9.662331 -2.840449 -4.700867
Cl: 11.764018 -1.827603 -2.962407
Cl: 11.139615 -0.447307 -5.446375
C: -0.446456 -8.824190 3.723416
Cl: -1.030473 -9.950731 2.472656
Cl: -1.699590 -8.623644 4.973999
Cl: 1.034966 -9.478017 4.466608
Cl: -0.090728 -7.244368 2.980400
C: 2.853544 8.740326 9.081480
Cl: 2.010723 8.425515 10.619374
Cl: 3.905583 7.357571 8.686864
Cl: 1.654944 8.964358 7.782402
Cl: 3.842925 10.213861 9.237281
C: 7.353544 -4.722939 -1.681785
Cl: 8.548213 -5.727878 -2.540526
Cl: 5.762331 -5.523289 -1.726523
Cl: 7.864018 -4.510443 0.011938
Cl: 7.239615 -3.130147 -2.472030
C: -7.646456 11.809099 2.081322
Cl: -8.438245 12.810999 3.323835
Cl: -5.929515 11.587320 2.502567
Cl: -8.448101 10.220005 2.000206
Cl: -7.769964 12.618074 0.498678

Forces on the atoms, in the same order (eV/Å):
-0.399 0.362 0.528
1.600 -0.082 -0.277
-2.687 0.943 0.259
1.005 -1.811 -2.005
4.088 -0.870 0.508
0.223 0.123 -0.240
-0.584 2.073 -0.137
0.935 -0.214 -2.628
-1.868 -2.078 0.353
1.058 1.903 0.918
-1.057 -0.841 1.762
-2.221 -0.075 1.396
-0.464 1.026 -0.516
-0.298 -0.085 0.437
0.318 -0.384 -0.453
-0.302 0.080 -0.197
0.283 0.432 0.031
0.078 -0.105 0.157
-0.271 0.370 0.195
0.186 0.357 -0.374
-1.216 -0.680 1.271
0.296 -0.710 -0.108
-0.234 0.247 -0.402
0.124 0.000 -0.332
0.058 0.430 -0.045
0.918 -0.049 0.053
-0.619 -1.141 -0.832
-0.413 -0.270 0.116
-0.108 0.135 -0.237
0.182 0.038 -0.272
-0.112 0.318 0.162
0.398 -0.183 0.522
-0.161 -0.497 0.238
0.126 -0.700 -0.143
0.046 -0.046 0.251
-0.287 -0.051 -0.163
0.234 0.108 -0.141
-0.006 0.508 0.242
-0.053 0.109 0.241
1.189 0.677 -1.395
-0.095 0.099 0.221
-0.081 -0.539 -0.158
-0.064 -0.402 -0.673
-0.169 -0.375 -0.003
-0.134 0.312 -0.395
0.650 -0.761 0.307
-0.081 -0.221 0.074
-0.197 0.405 0.255
0.015 -0.007 -0.009
0.295 0.359 0.264
0.442 0.147 -0.419
-0.433 0.181 -0.214
0.294 -0.458 0.267
-0.076 -0.208 -0.012
0.792 0.030 0.003
-0.298 -0.228 0.123
-0.547 0.514 -0.327
0.314 0.129 0.288
0.008 0.003 0.259
0.205 -0.260 -0.347
-0.984 -0.038 0.055
0.158 0.336 -0.011
0.051 -0.183 0.329
-0.054 0.085 0.126
0.540 1.725 0.899
-0.539 0.144 0.836
0.470 -0.220 0.042
-0.100 0.041 -0.392
-0.076 0.046 0.173
0.068 -0.193 0.305
-0.836 -0.408 -0.450
0.333 -0.027 -0.253
-0.074 0.407 0.082
-0.124 -0.277 -0.022
-0.055 -0.292 -0.090
-0.217 -0.237 -0.515
0.628 0.030 0.029
-0.251 0.338 0.286
-0.279 0.043 0.140
0.300 -0.421 -0.273
-0.219 -0.216 0.070
-0.136 0.305 -0.235
0.448 0.290 0.211
-0.036 -0.022 -0.019
-0.264 0.229 0.197
0.642 0.157 -0.041
-0.144 -0.059 -0.410
0.022 -0.375 0.191
-0.040 0.251 0.038
0.127 0.229 0.247
0.265 -0.138 -0.347
-0.276 0.090 -0.118
-0.025 -0.855 0.470
-0.142 0.039 -0.096
0.205 0.063 -0.345
-0.238 0.330 0.106
0.480 0.259 0.587
-0.183 -0.319 -0.014
-0.118 -0.077 0.083
-0.257 0.237 0.179
0.447 0.200 0.062
-0.115 -0.035 -0.431
-0.065 -0.341 0.307
0.207 0.039 0.036
0.153 -0.226 -0.279
-0.693 0.785 -0.348
0.180 0.353 0.022
-0.007 -0.183 0.338

Löwdin population analysis, charges in e, atoms 1 to 2:
1. C -0.19
2. C -0.23